[1]
ORCA calculation (ωB97M-V with the def2-TZVPD basis set) on C36H47N5P2Ru as an isolated structure.

Last column: Löwdin spin population.
Geometry (Å):
Ru: -0.06 -0.39 1.56  1.81
P: 1.82 -1.06 -1.92  0.00
P: -2.22 -0.25 -2.12  0.00
N: -3.61 -0.89 -3.08  0.00
N: -2.12 1.29 -3.12  0.00
N: 2.38 -2.47 -2.95  0.04
N: 3.09 0.06 -2.53  0.01
N: 0.98 0.33 6.28  0.59
C: -0.94 2.29 2.69  0.00
C: 1.62 1.37 1.47  -0.05
C: -1.03 -0.88 3.39  0.05
C: 2.52 -3.81 -2.60  0.34
C: -0.77 -0.36 4.67  0.03
C: 3.05 -4.51 -3.69  0.13
C: -2.85 -2.21 4.21  0.02
C: 0.07 3.30 2.32  0.00
C: 1.33 1.40 7.16  0.07
C: -1.92 1.34 -4.50  0.00
C: -0.81 -1.12 -2.95  0.00
C: 1.09 -2.02 1.48  0.03
C: -2.14 3.47 -3.79  0.00
C: -1.93 2.66 -4.94  0.00
C: -1.52 1.39 1.83  0.01
C: 0.38 0.59 4.99  0.05
C: -2.17 2.63 -2.68  0.00
C: -2.04 -1.80 3.15  0.03
C: -2.64 -1.69 5.49  0.00
C: 0.93 1.01 0.30  0.05
C: -5.03 -2.45 -3.97  0.00
C: 3.16 0.90 -3.64  0.00
C: 4.47 1.36 -3.79  0.00
C: -4.41 -0.26 -4.05  0.00
C: 3.17 -3.58 -4.78  0.12
C: 4.37 0.02 -1.96  0.00
C: 5.22 0.81 -2.71  0.00
C: -1.62 -0.75 5.70  0.01
C: -5.26 -1.19 -4.62  0.00
C: 1.52 2.75 2.07  -0.01
C: 0.53 -0.33 -2.99  0.00
C: -1.55 1.63 0.34  0.02
C: -0.16 1.92 -0.27  0.01
C: -4.02 -2.24 -3.04  0.00
C: 2.71 -2.35 -4.31  0.34
C: 1.46 -0.98 6.57  0.06
H: -1.09 -1.34 -4.00  0.00
H: 2.06 2.74 3.04  0.00
H: 3.32 -5.56 -3.72  0.00
H: 4.54 -0.57 -1.06  0.00
H: 1.43 2.34 6.59  0.01
H: 1.72 -1.55 5.66  0.01
H: 2.21 -4.16 -1.63  0.01
H: -1.42 -0.32 6.69  0.00
H: -0.22 3.92 1.45  0.00
H: 0.79 -2.91 2.08  0.01
H: 6.28 0.94 -2.51  0.00
H: 1.13 -2.28 0.41  0.01
H: 2.30 1.10 -4.27  0.00
H: 0.86 -0.26 -4.04  0.00
H: -3.23 -1.99 6.35  0.00
H: -2.27 2.44 0.15  0.00
H: 2.35 -0.88 7.21  0.01
H: -2.01 0.74 -0.15  0.01
H: -3.61 -2.96 4.04  0.00
H: 2.53 -1.42 -4.83  0.01
H: 0.73 -1.58 7.13  0.03
H: 0.13 4.01 3.16  0.00
H: 3.55 -3.77 -5.77  0.00
H: -3.54 -2.94 -2.35  0.00
H: 0.54 1.56 7.92  0.04
H: 2.26 1.15 7.68  0.01
H: 2.54 0.83 1.70  0.00
H: 1.38 0.31 -0.43  0.01
H: -2.30 4.55 -3.77  0.00
H: 0.11 2.99 -0.18  0.00
H: -5.55 -3.38 -4.17  0.00
H: -2.39 0.84 2.22  0.00
H: 2.12 -1.78 1.78  0.01
H: -0.68 -2.11 -2.47  0.00
H: -0.21 1.76 -1.36  0.00
H: -1.92 0.42 -5.09  0.00
H: 1.13 0.62 4.17  0.03
H: 4.85 1.93 -4.62  0.00
H: -2.19 -2.18 2.13  0.01
H: -2.28 2.86 -1.64  0.00
H: 0.41 0.74 -2.72  0.00
H: -1.83 2.98 -5.97  0.00
H: -5.97 -0.99 -5.42  0.00
H: -1.32 2.30 3.71  0.00
H: -0.01 1.61 5.06  0.01
H: -4.31 0.80 -4.25  0.00
H: 2.02 3.53 1.44  0.00

Summary:
Spin multiplicity: 5
Charge: +2
HOMO energy (spin up / spin down) in eV: -11.86 / -11.86
Expectation value of S²: 6.05
Calculated total energy in eV: -66680.787
Max |F| in eV/A: 3.7



[2]
ORCA calculation (ωB97M-V with the def2-TZVPD basis set) on a 12-piece molecular cluster, C3H32NO11S overall.

Last column: natural (NBO) charge in e.
Geometry (Å):
S: 2.98 -0.03 -3.07  -0.04
O: -1.96 -2.94 0.57  -1.01
O: -1.58 -0.26 2.41  -1.03
O: 0.30 -1.65 3.84  -0.98
O: 2.83 1.05 0.33  -0.97
O: -4.48 0.59 -1.63  -0.97
O: 1.38 3.40 0.69  -0.98
O: -2.69 -0.39 0.43  -1.00
O: -0.93 2.05 1.39  -1.01
O: 0.21 -3.61 2.00  -1.01
O: 0.07 3.61 -1.77  -0.99
O: -2.97 2.54 -0.26  -0.99
N: 0.43 -0.81 0.50  -0.71
C: 2.85 -1.67 -2.26  -0.52
C: 2.29 -1.79 -0.86  -0.46
C: 0.82 -1.41 -0.84  -0.22
H: 1.81 0.19 -3.68  0.13
H: -1.42 2.40 2.15  0.50
H: -3.25 0.16 -0.14  0.50
H: 0.69 -0.47 -1.39  0.21
H: -3.56 2.05 -0.88  0.50
H: 1.05 0.00 0.61  0.47
H: -2.32 -2.01 0.54  0.51
H: 1.86 4.05 1.21  0.48
H: -0.55 -0.51 0.47  0.47
H: 0.41 -2.38 3.20  0.50
H: 0.43 -4.53 1.99  0.50
H: 0.78 3.67 -2.42  0.47
H: 3.91 -1.92 -2.21  0.24
H: 0.50 3.46 -0.90  0.49
H: -2.52 3.19 -0.81  0.50
H: 2.92 1.57 -0.47  0.49
H: 0.59 3.22 1.26  0.51
H: 0.03 -2.11 4.64  0.49
H: -1.57 1.93 0.64  0.53
H: -1.02 -0.78 3.03  0.51
H: -1.03 0.51 2.19  0.48
H: 2.47 -2.78 -0.43  0.23
H: -2.88 -0.19 1.35  0.52
H: 3.11 1.73 0.96  0.49
H: 2.93 -1.10 -0.30  0.25
H: -4.74 0.36 -2.54  0.50
H: -0.64 -3.51 1.52  0.52
H: 2.46 -2.44 -2.93  0.23
H: -2.64 -3.41 0.07  0.49
H: 0.26 -2.26 -1.20  0.24
H: 0.50 -1.47 1.28  0.44
H: -5.33 0.81 -1.23  0.49

Summary:
Spin multiplicity: 1
Charge: +1
HOMO energy in eV: -11.96
Calculated total energy in eV: -38474.064
Max |F| in eV/A: 2.2



[3]
ORCA calculation (ωB97M-V with the def2-TZVPD basis set) on a 2-piece molecular cluster, C8H8N4O4 overall.

Last column: natural (NBO) charge in e.
Geometry (Å):
O: -2.25 1.25 1.13  -0.60
O: -0.92 0.12 -2.82  -0.60
O: 0.96 2.58 0.56  -0.55
O: 1.32 -1.15 2.50  -0.57
N: -2.18 -0.85 0.42  -0.63
N: 2.11 0.80 -0.25  -0.65
N: -0.55 -0.11 1.81  -0.67
N: 0.22 1.44 -1.50  -0.65
C: 0.97 1.66 -0.23  0.80
C: -1.38 -2.03 0.10  0.05
C: 2.05 -0.44 -0.96  0.05
C: 0.43 -1.17 1.64  0.68
C: 1.23 -0.55 -2.09  -0.39
C: -0.20 -2.15 0.60  -0.40
C: 0.12 0.38 -2.29  0.63
C: -1.72 0.18 1.16  0.76
H: 1.27 -1.68 -2.26  0.24
H: 2.62 -1.45 -0.68  0.25
H: -2.68 -0.59 -0.60  0.44
H: 0.24 -3.12 0.18  0.25
H: -0.36 0.62 2.52  0.44
H: 2.61 0.70 0.88  0.44
H: -0.74 1.71 -1.24  0.42
H: -1.91 -2.81 -0.64  0.25

Summary:
Spin multiplicity: 1
Charge: 0
HOMO energy in eV: -9.61
SMILES string: O=c1cc[nH]c(=O)[nH]1.O=c1cc[nH]c(=O)[nH]1
Calculated total energy in eV: -22573.714
Max |F| in eV/A: 7.2



[4]
ORCA calculation (ωB97M-V with the def2-TZVPD basis set) on a 2-piece molecular cluster, C6H7BrO overall.

Last column: natural (NBO) charge in e.
Geometry (Å):
Br: 2.06 -1.03 2.25  0.06
O: -0.61 0.25 -1.44  -0.42
C: 2.43 -0.04 0.71  -0.51
C: -0.37 0.45 -0.08  0.20
C: -1.59 -0.61 -1.61  0.12
C: -2.04 -1.08 -0.36  -0.33
C: -1.25 -0.37 0.59  -0.29
C: 0.70 1.38 0.21  -0.41
H: -1.15 -0.49 1.61  0.23
H: 3.12 0.72 0.90  0.22
H: 1.92 -0.44 -0.19  0.25
H: -2.84 -1.76 -0.41  0.23
H: -1.91 -0.86 -2.57  0.20
H: 1.02 1.92 -0.73  0.23
H: 0.53 1.95 1.13  0.22

Summary:
Spin multiplicity: 1
Charge: 0
HOMO energy (spin up / spin down) in eV: -7.59 / -7.59
Calculated total energy in eV: -78421.533
Max |F| in eV/A: 4.9



[5]
ORCA calculation (ωB97M-V with the def2-TZVPD basis set) on a 2-piece molecular cluster, C20H29NO8S overall.

Last column: natural (NBO) charge in e.
Geometry (Å):
S: 3.50 -1.30 2.96  2.53
O: 0.91 3.71 1.16  -0.52
O: 2.51 -0.48 1.98  -0.68
O: 4.86 -0.50 2.60  -0.68
O: -1.14 -4.46 -0.74  -0.56
O: 2.81 3.88 -1.03  -0.73
O: 3.61 -2.64 2.48  -0.89
O: -2.02 3.03 -2.11  -0.55
O: 3.15 -0.99 4.31  -0.89
N: 0.09 3.07 -0.97  -0.49
C: -1.25 2.64 -1.27  0.67
C: -0.11 -4.08 0.18  -0.06
C: -2.79 -0.33 0.93  0.03
C: 3.15 0.70 1.55  -0.11
C: 0.25 2.99 0.47  0.71
C: -1.82 -0.16 2.00  -0.22
C: 0.40 4.39 -1.58  -0.26
C: -1.65 1.54 -0.25  -0.02
C: 2.24 6.10 -2.04  -0.64
C: -3.46 -2.88 0.83  -0.41
C: -0.67 1.77 0.83  -0.17
C: -3.95 -1.38 0.94  -0.44
C: 4.62 0.35 1.47  -0.10
C: -0.75 0.86 1.99  -0.16
C: 1.35 -4.03 -0.44  -0.66
C: -1.41 -3.42 -1.69  -0.08
C: -2.70 0.54 -0.27  -0.24
C: -3.83 -3.52 -0.58  -0.39
C: 1.94 4.55 -1.95  0.11
C: -2.93 -3.00 -1.76  -0.43
H: 3.68 3.77 -1.44  0.47
H: 2.05 4.14 -2.99  0.16
H: -1.85 -0.81 2.91  0.23
H: -0.15 4.56 -2.54  0.24
H: 1.97 -4.80 0.09  0.22
H: -0.35 -3.03 0.53  0.16
H: -4.49 -1.28 1.92  0.23
H: -0.75 -2.53 -1.51  0.18
H: 5.26 1.23 1.52  0.21
H: 2.74 1.01 0.59  0.22
H: 3.35 6.26 -2.00  0.22
H: -4.61 -1.17 0.06  0.22
H: 1.80 -3.04 -0.15  0.21
H: -0.04 1.00 2.83  0.24
H: -3.84 -4.64 -0.56  0.22
H: 2.96 1.47 2.29  0.20
H: 1.85 6.48 -3.02  0.21
H: -4.06 -3.47 1.58  0.21
H: 1.33 -4.18 -1.55  0.22
H: 1.70 6.65 -1.22  0.21
H: -1.14 -3.83 -2.71  0.18
H: -4.89 -3.20 -0.80  0.20
H: -3.38 -3.42 -2.71  0.21
H: 4.85 -0.21 0.56  0.19
H: -0.17 -4.73 1.10  0.20
H: -3.39 0.49 -1.13  0.24
H: -2.39 -3.04 1.10  0.22
H: 0.10 5.25 -0.91  0.21
H: -3.06 -1.88 -1.86  0.20

Summary:
Spin multiplicity: 1
Charge: 0
HOMO energy in eV: -9.37
SMILES string: CCOCCCCCc1ccc2c(c1)C(=O)N(C[C@@H](C)O)C2=O.O=S1(=O)OCCO1
Calculated total energy in eV: -49912.686
Max |F| in eV/A: 3.4



[6]
ORCA calculation (ωB97M-V with the def2-TZVPD basis set) on C33H32N4O4Sn as an isolated structure.

Last column: Löwdin charge in e.
Geometry (Å):
Sn: 0.02 1.80 1.14  1.42
O: -1.52 1.66 2.96  -0.37
O: 1.74 1.57 -1.11  -0.22
O: 2.23 -1.05 1.59  -0.01
O: 0.66 -0.12 2.89  -0.24
N: 1.57 -1.08 -1.00  0.13
N: -1.88 2.03 -1.34  0.13
N: 1.39 -2.31 -0.83  0.19
N: -1.33 2.82 -0.56  -0.06
C: 1.75 -4.53 2.64  0.05
C: -2.76 -1.52 -1.33  -0.04
C: 2.34 2.87 -1.29  -0.04
C: -1.28 0.67 3.96  -0.16
C: -0.94 6.85 -1.62  -0.05
C: -1.90 0.68 -0.93  -0.30
C: 1.95 -2.39 1.57  -0.16
C: 1.07 -5.04 -0.96  -0.01
C: -1.22 4.18 -0.96  -0.28
C: 1.14 -0.44 -2.19  -0.13
C: 2.00 -3.18 2.72  0.03
C: -1.28 -1.09 0.53  -0.12
C: 0.83 1.63 -3.37  0.00
C: 0.84 -6.40 -0.98  -0.03
C: 1.25 0.96 -2.24  -0.24
C: 0.60 -1.15 -3.25  0.01
C: -0.84 5.09 0.02  -0.05
C: 1.44 -5.17 1.43  -0.15
C: 2.04 -0.31 2.78  -0.20
C: 1.62 -2.97 0.33  -0.11
C: -1.17 0.25 0.18  -0.27
C: -1.30 5.93 -2.59  -0.05
C: -2.93 1.85 2.70  -0.04
C: 0.20 0.46 4.12  -0.15
C: -2.68 -0.18 -1.70  0.00
C: -2.07 -1.97 -0.22  -0.05
C: -1.44 4.59 -2.27  -0.02
C: 0.30 0.91 -4.44  -0.03
C: 1.37 -4.40 0.25  -0.08
C: -0.71 6.43 -0.31  -0.05
C: 1.21 -6.56 1.38  0.00
C: 0.18 -0.47 -4.38  -0.05
C: 0.91 -7.17 0.20  -0.04
H: -3.37 -2.20 -1.91  0.12
H: -3.21 0.21 -2.55  0.13
H: 0.72 1.41 4.30  0.14
H: 2.25 -2.74 3.68  0.12
H: 2.83 3.10 -0.34  0.10
H: -0.83 7.89 -1.88  0.12
H: -0.76 -1.48 1.39  0.09
H: 1.96 -0.49 -0.26  0.15
H: -3.36 0.93 2.29  0.10
H: 0.91 2.71 -3.43  0.12
H: -3.43 2.13 3.62  0.11
H: 1.02 -4.48 -1.88  0.10
H: -1.74 3.86 -3.02  0.11
H: -0.67 4.76 1.04  0.09
H: -0.02 1.45 -5.32  0.12
H: -1.77 -0.27 3.67  0.14
H: 2.57 0.63 2.61  0.14
H: 1.81 -5.13 3.54  0.14
H: -1.71 1.01 4.91  0.15
H: 2.45 -0.81 3.65  0.14
H: -0.43 7.15 0.45  0.12
H: -0.23 -1.01 -5.22  0.12
H: 1.59 3.62 -1.51  0.08
H: 3.08 2.83 -2.09  0.12
H: -3.02 2.65 1.97  0.09
H: 0.52 -2.22 -3.18  0.11
H: 1.28 -7.14 2.30  0.13
H: -1.47 6.26 -3.61  0.12
H: -2.14 -3.01 0.07  0.12
H: 0.74 -8.23 0.15  0.12
H: 0.61 -6.88 -1.92  0.12
H: 0.40 -0.22 4.95  0.15

Summary:
Spin multiplicity: 1
Charge: +2
HOMO energy in eV: -13.48
Calculated total energy in eV: -54705.740
Max |F| in eV/A: 0.1